Record 1
Density functional theory data (ωB97M-V with the def2-TZVPD basis set) for C6H9NO as an isolated structure in a non-equilibrium geometry.

* E_LUMO: 0.82 eV
* HOMO level: -0.3160 Eh

```
! RIJCOSX wB97M-V def2-TZVPD def2/J DEFGRID3
* xyz 0 1
C 0.50 0.27 1.25
C 1.33 0.01 -0.02
C 0.83 0.11 -1.60
C -0.63 -0.11 -1.63
C -1.05 -1.32 -0.61
C -1.05 0.76 0.86
H 2.27 0.83 -0.07
H 2.19 -1.03 0.24
H 1.13 1.23 -2.14
H 1.36 -0.64 -2.18
H -0.93 0.20 -2.66
H 0.05 -1.61 -0.04
H -2.10 -2.07 -0.62
H -2.00 0.77 1.64
H -0.87 1.97 0.62
N -1.30 0.13 -0.39
O 1.06 0.14 2.30
*
```

=====

Record 2
Density functional theory data (ωB97M-V with the def2-TZVPD basis set) for a 2-piece molecular cluster, C2H7N3O2 overall in a non-equilibrium geometry.

* E_LUMO (alpha / beta): 0.02 / -0.04 eV
* HOMO level (alpha / beta): -0.2286 / -0.2285 Eh

```
! RIJCOSX wB97M-V def2-TZVPD def2/J DEFGRID3
* xyz 0 1
C 2.12 -0.70 0.07
C -2.44 0.75 0.04
N 0.71 2.57 0.09
N 0.82 -0.26 -0.51
N -0.22 -0.02 0.27
O 1.37 1.98 -0.69
O -1.38 -0.03 -0.51
H 2.87 -1.05 -0.83
H 2.76 0.12 0.59
H 2.06 -1.56 0.74
H -3.15 0.17 0.80
H -3.02 1.10 -0.78
H -2.00 1.62 0.70
H 0.60 -0.45 -1.49
*
```

=====

Record 3
Density functional theory data (ωB97M-V with the def2-TZVPD basis set) for a 8-piece molecular cluster, C33H82BBrNO10P overall.

* E_LUMO: -0.36 eV
* structure (SMILES): NCCCB(CC(=O)Br)P(O)O.CCOCC.CCOCC.CCOCC.CCOCC.CCOCC.CCOCC.CCOCC
* HOMO level: -0.3203 Eh

```
! RIJCOSX wB97M-V def2-TZVPD def2/J DEFGRID3
* xyz 0 1
N 2.35 -2.32 -1.48
C 2.94 -2.72 -2.77
C 3.46 -1.53 -3.60
C 2.39 -0.97 -4.56
B 1.15 -0.40 -3.78
C 1.39 0.88 -2.88
C 0.43 1.10 -1.75
O 0.03 0.28 -1.00
Br -0.10 2.99 -1.51
P -0.62 -1.07 -4.18
O -0.32 -2.40 -5.09
O -1.27 -1.68 -2.80
H 1.35 -2.21 -1.53
H 2.73 -1.44 -1.16
H 2.17 -3.22 -3.35
H 3.76 -3.42 -2.57
H 4.32 -1.85 -4.20
H 3.84 -0.75 -2.93
H 2.13 -1.72 -5.30
H 2.85 -0.14 -5.12
H 1.36 1.75 -3.55
H 2.40 0.86 -2.45
H 0.36 -2.99 -4.71
H -0.69 -2.26 -2.29
C -2.99 0.82 0.53
C -4.49 0.99 0.43
O -5.14 1.17 1.69
C -4.72 2.30 2.43
C -4.93 3.63 1.72
H -2.74 -0.03 1.18
H -2.56 0.63 -0.45
H -2.50 1.71 0.94
H -4.94 0.09 0.01
H -4.74 1.81 -0.25
H -3.67 2.20 2.73
H -5.31 2.28 3.34
H -4.34 3.71 0.81
H -4.63 4.45 2.38
H -5.98 3.76 1.46
C 2.98 4.08 -6.43
C 4.00 3.43 -5.51
O 4.44 2.15 -5.94
C 5.08 2.10 -7.20
C 6.34 2.95 -7.30
H 2.11 3.43 -6.55
H 2.65 5.02 -6.00
H 3.39 4.29 -7.42
H 3.56 3.26 -4.53
H 4.86 4.10 -5.35
H 4.38 2.37 -8.00
H 5.33 1.05 -7.34
H 6.13 4.01 -7.18
H 6.80 2.81 -8.27
H 7.05 2.66 -6.53
C 4.64 -7.97 0.14
C 4.19 -6.69 -0.52
O 4.33 -6.68 -1.93
C 3.62 -7.68 -2.63
C 2.11 -7.61 -2.44
H 5.68 -8.19 -0.11
H 4.55 -7.89 1.23
H 4.04 -8.83 -0.17
H 4.80 -5.86 -0.17
H 3.15 -6.45 -0.24
H 3.99 -8.68 -2.38
H 3.86 -7.51 -3.68
H 1.82 -7.80 -1.41
H 1.63 -8.37 -3.06
H 1.73 -6.63 -2.73
C -7.66 6.99 1.76
C -6.98 7.84 0.70
O -6.39 7.09 -0.35
C -7.27 6.28 -1.10
C -8.39 7.04 -1.80
H -6.96 6.27 2.18
H -8.02 7.62 2.57
H -8.51 6.44 1.36
H -6.14 8.39 1.15
H -7.67 8.59 0.31
H -7.69 5.48 -0.47
H -6.64 5.79 -1.84
H -9.06 7.53 -1.09
H -8.98 6.36 -2.40
H -7.97 7.81 -2.45
C 5.08 -13.29 2.23
C 4.72 -12.04 1.44
O 5.82 -11.20 1.15
C 6.86 -11.77 0.38
C 6.43 -12.25 -0.99
H 5.57 -13.01 3.17
H 4.17 -13.85 2.47
H 5.74 -13.95 1.68
H 4.04 -11.42 2.02
H 4.19 -12.31 0.52
H 7.35 -12.59 0.93
H 7.60 -10.98 0.27
H 5.70 -13.07 -0.93
H 7.29 -12.62 -1.55
H 5.97 -11.44 -1.56
C -3.46 7.38 7.19
C -2.79 8.22 6.12
O -2.26 7.47 5.04
C -3.20 6.70 4.30
C -4.29 7.52 3.64
H -2.77 6.63 7.58
H -3.78 8.02 8.01
H -4.34 6.86 6.81
H -1.92 8.73 6.54
H -3.47 9.00 5.75
H -3.63 5.92 4.93
H -2.61 6.20 3.54
H -4.92 8.04 4.36
H -4.93 6.87 3.05
H -3.86 8.28 2.98
C -1.49 0.53 4.53
C -2.23 1.16 5.70
O -1.40 1.42 6.83
C -0.33 2.32 6.62
C -0.76 3.70 6.17
H -1.02 -0.40 4.84
H -2.19 0.32 3.72
H -0.71 1.18 4.14
H -3.00 0.48 6.06
H -2.74 2.08 5.39
H 0.39 1.89 5.91
H 0.17 2.38 7.58
H -1.25 3.69 5.20
H 0.11 4.36 6.09
H -1.45 4.14 6.89
*
```

=====

Record 4
Density functional theory data (ωB97M-V with the def2-TZVPD basis set) for C28H72GaO7 as an isolated structure.

* E_LUMO: 2.19 eV
* HOMO level: -0.1534 Eh

```
! RIJCOSX wB97M-V def2-TZVPD def2/J DEFGRID3
* xyz -1 1
C -1.10 -1.59 3.89
C 0.37 -1.57 3.51
C 0.62 -2.56 2.36
C 0.80 -0.13 3.15
Ga 1.61 0.78 4.79
O 3.32 -0.04 4.98
H -1.70 -1.42 2.99
H -1.37 -2.57 4.29
H -1.31 -0.83 4.63
H 0.95 -1.90 4.37
H 0.24 -2.10 1.44
H 0.08 -3.49 2.56
H 1.68 -2.77 2.26
H -0.07 0.42 2.78
H 1.53 -0.16 2.34
H 1.82 2.37 4.60
H 0.73 0.39 6.09
H 3.63 -0.18 4.08
C 4.04 4.72 3.16
C 3.18 4.04 2.11
O 1.81 4.40 2.17
C 1.53 5.76 1.93
C 1.91 6.22 0.53
H 3.62 4.54 4.15
H 5.05 4.31 3.13
H 4.11 5.80 3.00
H 3.20 2.96 2.29
H 3.57 4.22 1.10
H 1.99 6.40 2.69
H 0.45 5.84 2.06
H 2.99 6.22 0.38
H 1.55 7.23 0.35
H 1.47 5.55 -0.21
C -0.23 -6.56 5.76
C -0.42 -5.99 4.37
O 0.67 -6.23 3.49
C 0.96 -7.59 3.24
C -0.17 -8.35 2.57
H 0.72 -6.20 6.19
H -1.04 -6.23 6.41
H -0.21 -7.65 5.77
H -0.50 -4.90 4.42
H -1.36 -6.36 3.93
H 1.28 -8.10 4.15
H 1.82 -7.56 2.57
H -1.03 -8.47 3.24
H 0.17 -9.35 2.29
H -0.51 -7.83 1.68
C -2.29 4.80 -4.46
C -1.06 4.99 -3.59
O -1.27 5.74 -2.41
C -2.18 5.18 -1.48
C -1.77 3.81 -0.98
H -2.73 5.76 -4.71
H -2.00 4.28 -5.37
H -3.06 4.19 -3.97
H -0.30 5.53 -4.15
H -0.63 4.01 -3.34
H -3.19 5.16 -1.91
H -2.20 5.89 -0.65
H -1.82 3.06 -1.77
H -2.44 3.49 -0.18
H -0.76 3.83 -0.59
C 0.62 1.07 -7.37
C 0.04 1.94 -6.26
O -1.32 1.68 -5.97
C -1.61 0.38 -5.49
C -0.91 0.04 -4.19
H 0.00 1.13 -8.26
H 1.63 1.41 -7.62
H 0.69 0.02 -7.07
H 0.07 2.99 -6.57
H 0.66 1.86 -5.36
H -1.37 -0.37 -6.26
H -2.69 0.36 -5.35
H 0.18 -0.02 -4.30
H -1.25 -0.92 -3.81
H -1.13 0.80 -3.44
C -4.67 -4.28 0.56
C -4.76 -3.87 2.02
O -4.40 -2.53 2.26
C -5.20 -1.55 1.62
C -6.66 -1.57 2.04
H -3.69 -4.04 0.15
H -4.83 -5.36 0.47
H -5.43 -3.79 -0.05
H -4.04 -4.45 2.60
H -5.75 -4.09 2.42
H -5.11 -1.62 0.53
H -4.75 -0.60 1.91
H -7.17 -2.47 1.70
H -7.18 -0.71 1.61
H -6.74 -1.52 3.13
C 4.03 -0.80 -1.96
C 3.65 -0.75 -3.43
O 2.98 0.44 -3.82
C 3.70 1.64 -3.63
C 4.98 1.73 -4.43
H 3.15 -0.61 -1.33
H 4.42 -1.78 -1.71
H 4.79 -0.06 -1.70
H 2.95 -1.55 -3.66
H 4.54 -0.91 -4.05
H 3.90 1.81 -2.56
H 3.01 2.43 -3.95
H 5.73 1.01 -4.09
H 5.41 2.73 -4.33
H 4.79 1.53 -5.49
*
```

=====

Record 5
Density functional theory data (ωB97M-V with the def2-TZVPD basis set) for a 3-piece molecular cluster, C2H12NO3 overall in a non-equilibrium geometry.

* E_LUMO (alpha / beta): -7.79 / -14.78 eV
* <S²>: 0.754
* HOMO level (alpha / beta): -0.7118 / -0.7117 Eh

```
! RIJCOSX wB97M-V def2-TZVPD def2/J DEFGRID3
* xyz 2 2
C -1.46 -0.67 -1.21
O -0.47 -1.49 -1.74
C -1.12 -0.16 0.22
N 0.37 0.05 0.35
H -2.44 -1.22 -1.16
H -1.50 0.22 -1.86
H -0.52 -1.42 -2.73
H -1.61 0.81 0.34
H -1.43 -0.79 1.05
H 0.78 0.66 -0.37
H 0.78 -0.89 0.33
H 0.52 0.37 1.33
H -0.44 -0.13 3.68
H 0.92 0.54 3.71
O 0.17 0.38 3.13
H 2.22 1.98 -1.91
H 3.02 0.66 -1.69
O 2.20 1.11 -1.48
*
```

=====

Record 6
Density functional theory data (ωB97M-V with the def2-TZVPD basis set) for a 2-piece molecular cluster, C8H12N4 overall in a non-equilibrium geometry.

* E_LUMO (alpha / beta): 3.53 / 3.44 eV
* <S²>: 0.750
* HOMO level (alpha / beta): 0.0362 / -0.1927 Eh

```
! RIJCOSX wB97M-V def2-TZVPD def2/J DEFGRID3
* xyz -1 2
C -0.96 1.66 -1.97
C 0.29 2.87 -0.09
C 0.25 2.05 -1.19
C 2.30 2.50 -0.83
N 1.63 3.14 0.16
N 1.53 1.88 -1.69
H -0.50 3.13 0.59
H 1.90 3.33 1.13
H -1.00 0.60 -2.25
H -0.95 2.25 -2.89
H 3.35 2.61 -1.03
H -1.88 1.73 -1.38
C -1.96 -2.48 2.08
C -0.77 -2.44 1.24
C -0.48 -1.54 0.24
C 1.18 -2.95 0.51
N 0.27 -3.29 1.41
N 0.77 -1.87 -0.23
H -2.61 -3.29 1.72
H -2.73 -1.69 2.13
H -1.10 -0.78 -0.20
H 1.96 -3.61 0.19
H 1.26 -1.18 -0.77
H -1.76 -2.64 3.14
*
```

=====

Record 7
Density functional theory data (ωB97M-V with the def2-TZVPD basis set) for a 8-piece molecular cluster, C16H38Cl10O6 overall in a non-equilibrium geometry.

* E_LUMO: 0.31 eV
* structure (SMILES): ClCCCl.ClCCCl.ClCCCl.ClCCCl.ClCCCl.OCCO.OCCO.OCCO
* HOMO level: -0.3767 Eh

```
! RIJCOSX wB97M-V def2-TZVPD def2/J DEFGRID3
* xyz 0 1
Cl 15.13 -21.14 9.85
C 14.20 -20.99 8.33
C 14.31 -22.21 7.47
Cl 15.97 -22.48 6.86
H 14.55 -20.10 7.82
H 13.15 -20.83 8.58
H 13.66 -22.15 6.60
H 14.06 -23.11 8.03
Cl 22.30 -24.47 6.63
C 20.54 -24.58 6.28
C 19.71 -23.57 7.06
Cl 19.87 -23.67 8.81
H 20.23 -25.57 6.59
H 20.41 -24.43 5.22
H 18.65 -23.74 6.84
H 19.85 -22.53 6.73
Cl 14.24 -27.16 6.82
C 14.70 -25.82 7.89
C 16.12 -25.85 8.26
Cl 17.13 -26.04 6.86
H 14.11 -25.84 8.80
H 14.47 -24.91 7.36
H 16.29 -26.66 8.95
H 16.37 -24.91 8.74
Cl 10.20 -28.37 11.60
C 10.61 -28.11 9.89
C 11.42 -26.87 9.69
Cl 10.43 -25.41 9.99
H 9.68 -28.06 9.33
H 11.15 -28.99 9.53
H 11.80 -26.82 8.67
H 12.28 -26.82 10.35
Cl 8.21 -26.15 5.91
C 9.89 -25.87 6.36
C 10.14 -24.41 6.42
Cl 11.86 -24.14 6.68
H 10.55 -26.36 5.66
H 10.00 -26.31 7.34
H 9.58 -23.96 7.24
H 9.84 -23.89 5.51
O 13.47 -29.76 11.43
C 14.16 -30.48 10.46
C 15.49 -29.86 10.08
O 15.97 -30.56 8.89
H 13.99 -29.81 12.25
H 14.32 -31.53 10.75
H 13.55 -30.52 9.55
H 16.20 -29.93 10.93
H 15.35 -28.78 9.87
H 16.93 -30.61 8.89
O 19.97 -30.76 7.31
C 19.07 -30.42 6.26
C 18.75 -28.93 6.18
O 19.88 -28.11 5.77
H 20.77 -30.24 7.22
H 19.49 -30.76 5.30
H 18.16 -30.99 6.41
H 18.44 -28.60 7.18
H 17.96 -28.68 5.48
H 20.61 -28.24 6.38
O 14.95 -25.48 11.16
C 14.21 -24.30 11.38
C 13.26 -24.45 12.53
O 14.08 -24.51 13.73
H 15.42 -25.68 11.99
H 14.87 -23.45 11.57
H 13.67 -24.06 10.46
H 12.68 -25.37 12.38
H 12.58 -23.59 12.58
H 13.57 -24.23 14.49
*
```

=====

Record 8
Density functional theory data (ωB97M-V with the def2-TZVPD basis set) for a 2-piece molecular cluster, C4H9NO overall in a non-equilibrium geometry.

* E_LUMO: 0.69 eV
* structure (SMILES): C=CC(=C)N.O
* HOMO level: -0.2933 Eh

```
! RIJCOSX wB97M-V def2-TZVPD def2/J DEFGRID3
* xyz 0 1
C -0.96 -0.69 0.28
C -0.24 0.05 -0.59
C -0.46 1.49 -0.67
C -1.62 2.21 -0.61
N 0.73 2.19 -0.88
H -1.18 -1.78 0.47
H -1.60 -0.33 1.12
H 0.62 -0.36 -1.18
H -2.47 1.79 -0.15
H -1.78 3.29 -0.73
H 0.70 2.98 -1.57
H 1.54 1.73 -0.85
O 1.88 -4.41 1.89
H 2.85 -4.68 1.90
H 1.99 -3.48 1.56
*
```

=====

Across the entries above, calculated total energy takes the values -363.78167 -394.87563 -5053.80949 -3561.39019 -363.10546 -531.01110 -5685.75350 -287.71049 a.u., respectively.